1.
This record from OMol25 describes a structure of composition C19H9Br5O4PtS. The level of theory is the ωB97M-V functional and the def2-TZVPD basis.

The geometry in ORCA input format:
```
! wB97M-V def2-TZVPD RIJCOSX def2/J DEFGRID3
* xyz 0 1
Pt 0.01 0.61 -0.80
Br -7.36 1.04 -1.87
C -5.59 0.50 -1.57
C -5.27 -0.94 -1.69
Br -6.65 -2.13 -2.09
C -4.02 -1.42 -1.51
Br -3.53 -3.21 -1.64
C -2.93 -0.48 -1.21
O -1.77 -0.81 -1.10
C -3.28 1.00 -1.02
O -2.38 1.73 -0.67
C -4.66 1.42 -1.27
Br -4.98 3.25 -1.09
O 4.79 -0.72 1.67
C 5.04 -0.66 0.35
O 6.07 -1.10 -0.10
C 3.98 -0.06 -0.51
C 4.01 -0.37 -1.90
C 3.05 0.06 -2.78
C 2.01 0.88 -2.30
S 0.54 1.29 -3.10
C 2.04 1.30 -0.92
C 3.02 0.79 -0.04
H 3.88 -0.47 1.86
H 4.81 -1.01 -2.25
H 3.06 -0.25 -3.81
H 1.58 2.30 -0.71
H 2.97 1.09 1.00
Br 0.24 -1.09 5.70
C 0.18 -0.61 3.87
C 0.64 -1.49 2.91
C 0.59 -1.12 1.57
C 0.09 0.11 1.16
C -0.37 0.98 2.16
C -0.33 0.63 3.50
H 1.03 -2.46 3.21
H 0.96 -1.83 0.83
H -0.77 1.95 1.89
H -0.69 1.31 4.26
*
```

The value obtained for the LUMO energy is -0.1159 Eh. For the energy above the lowest of the compared OMol25 structures with the same formula, charge and spin, the calculation gives 0.0 kJ/mol. The orbital gap is 5.054 eV.

---

2.
This record from OMol25 describes a cluster of 2 separate species, C2 in total. The level of theory is the ωB97M-V functional and the def2-TZVPD basis.

The geometry in ORCA input format:
```
! wB97M-V def2-TZVPD RIJCOSX def2/J DEFGRID3
* xyz 0 1
C 0.00 0.00 1.18
C 0.00 0.00 -1.18
*
```

The value obtained for the LUMO energy is -0.0855 Eh. For the energy above the lowest of the compared OMol25 structures with the same formula, charge and spin, the calculation gives 572.5 kJ/mol. The orbital gap is 6.150 eV.

---

Question: Which of these has the highest orbital gap?
Answer: C2